Here is the ion C3H4Br3N4 with charge +1 at a distorted geometry from the Open Molecules 2025 dataset. Energies are from the ωB97M-V functional and the def2-TZVPD basis.

Results
HOMO level = -13.79 eV
SMILES = [H]/N=C(Br)/N=C(Br)\[N+](N)=C/Br
Charge = +1
2S+1 = 1
Molar mass = 335.805 u

Last column: Löwdin charge in e.
CARTESIAN COORDINATES (ANGSTROEM)
Br -2.5031 -3.1762 0.1681  0.7286
Br 0.2219 -0.5565 3.9203  0.8891
Br 2.8308 -1.0077 1.0581  0.9621
N 0.4604 0.4332 1.2820  -0.1937
N -0.6137 -1.6990 1.6743  0.0647
N 0.1988 -2.5410 -0.2790  0.1109
N -0.1782 1.6185 1.1331  0.1397
C -0.7590 -2.3598 0.4610  -0.8596
C -0.1238 -0.6580 2.0952  -0.7878
C 1.6716 0.3453 0.7560  -0.5203
H 0.0998 2.0699 0.2251  0.1554
H -1.0563 1.8440 1.4339  0.0953
H 1.9126 1.2581 0.1194  0.1366
H 0.1017 -3.1705 -1.0679  0.0790